1.
A single C7H12N2 molecule. Source: the OMol25 dataset; level of theory: wB97M-V/def2-TZVPD.

XYZ file:
```
21
C7H12N2, DFT wB97M-V/def2-TZVPD
C -0.2210 1.4430 0.2233
C -1.4784 1.1045 -0.7078
N -1.4658 -0.3058 -0.5528
C -1.4977 -1.6655 -0.1433
C -1.2041 -0.5437 0.7869
C 0.1643 0.1073 1.0089
C 1.3707 -0.5974 0.5012
C 1.9148 -0.5417 -0.9102
N 2.6342 0.0521 0.0900
H 0.6913 1.7526 -0.3609
H -0.3605 2.3064 1.0400
H -2.3660 1.5229 -0.2820
H -1.2282 1.3059 -1.8107
H -2.4996 -2.1319 0.0220
H -0.7211 -2.3563 -0.4655
H -2.0215 -0.1331 1.4688
H 0.2453 0.4376 2.0240
H 1.6931 -1.5453 1.0321
H 1.3967 0.1409 -1.6928
H 2.3627 -1.4844 -1.2807
H 2.5907 1.1318 0.0096
```

## Properties
E_LUMO: 0.0393 Ha
ΔE to the lowest compared entry with this formula, charge and spin: 116.7 kcal per mole
SMILES string: C1CN2C[C@H]2[C@H]1[C@H]1CN1
total charge: 0
HOMO-LUMO gap: 0.336 Eh
multiplicity: 1
highest occupied orbital energy: -8.1 eV

***

2.
2 unconnected molecules or ions with the total composition C4H5NO. Source: the OMol25 dataset; level of theory: wB97M-V/def2-TZVPD.

XYZ file:
```
11
C4H5NO, DFT wB97M-V/def2-TZVPD
C -1.2539 0.2400 0.3848
C 0.0620 0.2534 0.1091
C 0.9191 -0.9220 -0.2178
O 2.0921 -0.4361 -0.3946
N 2.1978 1.0525 -0.1230
C 0.9930 1.3973 0.0797
H -1.7633 -0.6658 0.7029
H -1.8888 1.1212 0.3276
H -1.4732 -2.4030 -0.4786
H -0.7320 -2.3340 -0.4907
H 0.7698 2.4237 0.3382
```

## Properties
E_LUMO: -0.0394 Ha
ΔE to the lowest compared entry with this formula, charge and spin: 129.6 kcal per mole
total charge: 0
HOMO-LUMO gap: 0.294 Eh
multiplicity: 1
highest occupied orbital energy: -9.1 eV

***

3.
A molecular structure, C11H15N2O5P. Source: the OMol25 dataset; level of theory: wB97M-V/def2-TZVPD.

XYZ file:
```
34
C11H15N2O5P, DFT wB97M-V/def2-TZVPD
O 2.9786 1.6050 -1.1901
O 0.0043 1.7861 1.0007
O -3.6457 -0.8291 0.5008
O -2.3892 2.5905 0.6669
O 0.5432 -0.7883 1.0456
C 2.3005 0.7737 -0.6544
C 3.8172 -2.0684 2.1612
C 4.6907 -1.1951 1.4792
C 2.4970 -1.8585 1.9486
C 4.1953 -0.3173 0.5323
C 1.9246 -0.9436 1.1337
C 2.8145 -0.1256 0.3776
N 1.0281 0.8578 -1.1155
N -1.5875 0.2799 -0.5624
C -3.3123 -1.4924 -0.7341
C -2.9824 2.3809 -0.5531
C -1.8930 -1.1158 -1.1579
C -2.1034 1.4284 -1.3679
P 0.0519 0.5658 0.2228
H -3.1108 -0.0092 0.4220
H -1.9310 1.7818 0.9860
H 4.3230 -2.7505 2.8253
H 5.7564 -1.4401 1.7798
H 1.7338 -2.4939 2.4660
H 4.8627 0.2437 -0.1015
H 0.8810 1.7878 -1.4676
H -3.3271 -2.6192 -0.6094
H -4.0503 -1.0690 -1.4198
H -3.9429 1.8514 -0.3741
H -3.0692 3.3381 -1.0886
H -1.3271 -1.9112 -0.6661
H -1.7322 -1.2311 -2.2667
H -2.6573 1.0748 -2.2264
H -1.3417 1.9127 -1.9928
```

## Properties
E_LUMO: -0.0107 Ha
ΔE to the lowest compared entry with this formula, charge and spin: 13.7 kcal per mole
total charge: 0
HOMO-LUMO gap: 0.344 Eh
multiplicity: 1
highest occupied orbital energy: -9.6 eV

***

4.
2 unconnected molecules or ions with the total composition C2H8NO2. Source: the OMol25 dataset; level of theory: wB97M-V/def2-TZVPD.

XYZ file:
```
13
C2H8NO2, DFT wB97M-V/def2-TZVPD
C 1.2053 0.2434 1.6903
N -0.0630 0.8129 1.1965
H 1.6449 0.9829 2.3428
H 1.8766 0.0357 0.8240
H 1.2144 -0.6474 2.3654
H -0.5460 0.3604 0.4642
H -0.8471 0.6803 1.9527
H -0.0175 1.8628 1.0222
O -0.3933 -0.6988 -1.0679
C -0.9530 -0.5435 -2.1677
O -1.2270 -1.4425 -3.0715
H -1.3128 0.4611 -2.3706
H -0.5815 -2.1073 -3.1803
```

## Properties
E_LUMO: -0.1328 Ha
ΔE to the lowest compared entry with this formula, charge and spin: 27.9 kcal per mole
total charge: +1
HOMO-LUMO gap: 0.425 Eh
multiplicity: 1
highest occupied orbital energy: -15.2 eV

***

5.
A molecular structure, C37H40BCsN3O5S. Source: the OMol25 dataset; level of theory: wB97M-V/def2-TZVPD.

XYZ file:
```
88
C37H40BCsN3O5S, DFT wB97M-V/def2-TZVPD
Cs 0.3006 0.2957 0.9634
C -1.4847 -3.7429 -0.9236
C -1.5075 -3.2502 -2.3394
C -1.0712 -4.0516 -3.3907
C -1.0857 -3.6000 -4.7015
C -1.5424 -2.3208 -4.9800
C -1.9788 -1.4866 -3.9579
C -2.4653 -0.0903 -4.2401
C -1.9585 -1.9636 -2.6432
N -2.3267 -1.0570 -1.6202
C -3.4724 -1.1000 -1.0894
C -4.5404 -2.1079 -1.4316
C -3.8089 -0.0486 -0.0540
C -5.2428 0.0530 0.3982
N -2.8728 0.6967 0.3489
C -3.0876 1.7198 1.3041
C -3.0712 3.0436 0.8607
C -2.9317 3.3375 -0.6082
C -3.1543 4.0593 1.8042
C -3.2339 3.7668 3.1558
C -3.2338 2.4466 3.5765
C -3.1644 1.4011 2.6631
C -3.1280 -0.0328 3.1191
H -1.1348 -4.7730 -0.8735
H -2.4759 -3.7084 -0.4614
H -0.8418 -3.1444 -0.2703
H -0.7128 -5.0496 -3.1658
H -0.7378 -4.2413 -5.5018
H -1.5547 -1.9552 -6.0008
H -2.3300 0.1611 -5.2917
H -1.9290 0.6393 -3.6294
H -3.5264 0.0206 -3.9989
H -4.1906 -2.8077 -2.1855
H -5.4400 -1.6122 -1.8022
H -4.8239 -2.6686 -0.5378
H -5.5622 -0.8760 0.8751
H -5.9004 0.2190 -0.4584
H -5.3703 0.8703 1.1033
H -2.0394 2.8544 -1.0138
H -2.8537 4.4100 -0.7813
H -3.7835 2.9567 -1.1786
H -3.1255 5.0904 1.4713
H -3.2712 4.5680 3.8833
H -3.2736 2.2142 4.6343
H -3.1999 -0.0925 4.2039
H -2.2074 -0.5358 2.8123
H -3.9470 -0.6208 2.6979
O 4.0274 1.0536 1.1743
C 3.3306 1.9753 1.5734
N 2.1890 2.4130 0.9847
S 1.3939 3.4597 1.8992
O 1.1232 4.7126 1.2410
O 0.2534 2.8167 2.5337
C 2.6661 3.6727 3.1233
C 2.7355 4.5208 4.2105
C 3.8647 4.4316 5.0154
C 4.8738 3.5121 4.7281
C 4.7793 2.6667 3.6295
C 3.6591 2.7658 2.8242
H 1.9407 5.2250 4.4230
H 3.9634 5.0805 5.8766
H 5.7421 3.4587 5.3738
H 5.5513 1.9447 3.3945
C -2.7646 -6.0697 7.9294
C -1.3799 -5.4333 7.7426
C -1.3249 -4.1700 8.6026
C -0.3063 -6.4040 8.2550
C -1.1369 -5.1368 6.2586
C -1.1960 -6.1819 5.3356
C -0.9758 -5.9867 3.9710
C -0.6905 -4.7083 3.5451
O -0.4446 -4.2401 2.2894
B -0.2018 -2.8150 2.3621
O -0.3342 -2.5097 3.7796
C -0.6232 -3.6600 4.4474
C -0.8416 -3.8473 5.7980
H -2.9428 -6.2924 8.9859
H -2.8564 -6.9999 7.3674
H -3.5467 -5.3907 7.5826
H -1.5269 -4.4287 9.6452
H -2.0714 -3.4379 8.2865
H -0.3414 -3.6970 8.5588
H -0.4541 -6.6123 9.3194
H 0.6897 -5.9768 8.1206
H -0.3382 -7.3519 7.7153
H -1.4176 -7.1852 5.6817
H -1.0256 -6.8093 3.2682
H -0.7792 -2.9976 6.4647
```

## Properties
E_LUMO: 0.0714 Ha
total charge: -1
HOMO-LUMO gap: 0.195 Eh
multiplicity: 1
highest occupied orbital energy: -3.4 eV

***

6.
A molecular structure, C55H46AsMoN3O2SSeTe. Source: the OMol25 dataset; level of theory: wB97M-V/def2-TZVPD.

XYZ file:
```
111
C55H46AsMoN3O2SSeTe, DFT wB97M-V/def2-TZVPD
Mo -0.5859 1.2890 -0.7453
C 5.4838 4.5209 -1.8481
C 4.4446 3.5658 -1.4041
C 4.7154 2.2947 -0.9528
C 3.7297 1.3619 -0.7194
C 4.0746 -0.0720 -0.4711
O 4.0825 -0.8501 -1.4005
C 4.3540 -0.5574 0.8553
C 4.5394 -1.9171 1.1209
C 4.7929 -2.3230 2.4160
C 4.9662 -1.4606 3.4822
C 4.9188 -0.1001 3.1916
C 4.6259 0.3250 1.9043
C 2.3951 1.6852 -0.8406
O 1.3270 0.7998 -0.7027
C 2.1069 3.0102 -1.1249
C 3.1105 3.8912 -1.5617
C 0.7392 3.3709 -1.2232
N -0.0195 3.5099 -0.2147
C 0.6740 3.7282 1.1553
C -0.4307 4.3341 1.9991
Te 0.1704 4.4698 4.0277
C -0.0190 2.4287 4.4593
C -1.1846 1.9136 4.9992
C -1.3381 0.5641 5.2323
C -0.2335 -0.2626 4.9393
C 1.0263 0.2251 4.5178
C 1.0857 1.6217 4.2470
C 0.1422 3.4131 -2.6084
C -1.0673 4.0559 -2.8359
C -1.6632 3.9622 -4.0246
C -1.2232 3.0785 -4.9493
C -0.0351 2.3246 -4.7771
C 0.6974 2.5574 -3.6175
H 6.0667 4.1566 -2.6959
H 6.1927 4.8900 -0.9921
H 4.9608 5.4325 -2.1374
H 5.7463 1.8850 -0.9340
H 4.3638 -2.6909 0.3324
H 4.8819 -3.3996 2.6765
H 5.1766 -1.8581 4.4396
H 5.1385 0.6465 3.9316
H 4.5097 1.3807 1.7011
H 2.9138 4.9105 -2.0005
H 1.4961 4.4096 1.0027
H 1.0002 2.7939 1.6291
H -1.3866 3.9146 1.8431
H -0.6563 5.3590 1.6557
H -2.1149 2.5116 5.2098
H -2.2697 0.1769 5.5623
H -0.4066 -1.3046 5.3047
H 1.8436 -0.4671 4.4317
H 1.9578 2.0850 3.9206
H -1.5506 4.6422 -2.0639
H -2.5425 4.5500 -4.1943
H -1.7118 2.8789 -5.9054
H 0.4064 1.7690 -5.5963
H 1.6739 2.1034 -3.4008
S -2.4228 1.1916 -2.1724
C -3.1899 -0.3775 -1.9978
C -4.5121 -0.5608 -2.3526
C -5.1164 -1.7873 -1.9946
C -4.4926 -2.8353 -1.3371
C -3.1020 -2.6578 -1.0741
C -2.4436 -1.4380 -1.4105
As -0.5736 -1.1615 -1.3389
C 0.2092 -2.4584 -0.0461
C 0.1481 -3.8205 -0.3147
C 0.6165 -4.7732 0.6589
C 1.0682 -4.3372 1.9109
C 1.1187 -2.9573 2.1245
C 0.7505 -2.0423 1.1348
C 0.1533 -1.5685 -3.1507
C -0.6006 -2.0648 -4.2235
C -0.0724 -2.0928 -5.5149
C 1.2530 -1.7967 -5.7654
C 2.0398 -1.3088 -4.6765
C 1.4570 -1.1636 -3.4508
H -5.1106 0.2123 -2.7996
H -6.1775 -2.0146 -2.2762
H -5.0480 -3.7407 -1.0190
H -2.5214 -3.4569 -0.6085
H -0.2389 -4.2354 -1.2101
H 0.5591 -5.8261 0.3900
H 1.3817 -5.0054 2.7029
H 1.4307 -2.5463 3.0866
H 0.8293 -0.9889 1.4099
H -1.6228 -2.3877 -4.0486
H -0.6885 -2.4258 -6.3243
H 1.7075 -1.7287 -6.7378
H 3.0034 -0.8919 -4.8738
H 2.0537 -0.7710 -2.6595
C -4.7713 0.5449 0.9488
N -3.9104 -0.5296 1.4689
C -2.6050 -0.4454 1.6929
Se -1.5784 1.1582 1.5649
N -2.1547 -1.6110 2.1348
C -3.1918 -2.5678 2.1930
C -3.2738 -3.9347 2.4147
C -4.5075 -4.5238 2.3811
C -5.6682 -3.8022 2.0197
C -5.5901 -2.4511 1.6787
C -4.3385 -1.8513 1.8213
H -4.3615 1.1324 0.0996
H -5.0092 1.2539 1.7359
H -5.6878 0.0787 0.6351
H -1.2102 -1.8019 2.4122
H -2.3806 -4.4772 2.6786
H -4.6791 -5.5775 2.6305
H -6.6111 -4.4128 1.9221
H -6.4091 -1.8977 1.2813
```

## Properties
E_LUMO (alpha / beta): -0.2391 / -0.2534 Ha
ΔE to the lowest compared entry with this formula, charge and spin: 0.0 kcal per mole
total charge: +2
HOMO-LUMO gap (alpha / beta): 0.208 / 0.193 Eh
multiplicity: 3
highest occupied orbital energy (alpha / beta): -12.2 / -12.2 eV

***

| no. | largest force on an atom (eV/Å) | DFT total energy (hartree) |
| --- | --- | --- |
| 1 | 4.791 | -383.23725 |
| 2 | 0.612 | -285.20807 |
| 3 | 5.121 | -1255.21775 |
| 4 | 5.047 | -285.97405 |
| 5 | 0.984 | -2417.71714 |
| 6 | 3.438 | -7809.29217 |